No. 1
# C42H97N3O8

8 unconnected molecules or ions with the total composition C42H97N3O8 (ωB97M-V with the def2-TZVPD basis set, OMol25).

Element x y z (Å)
C: 5.6561 0.2732 -23.3930
C: 6.1622 -0.5745 -22.2488
C: 5.6782 -2.0177 -22.3146
O: 7.5631 -0.6826 -22.4900
H: 5.8501 -0.2255 -24.3426
H: 5.9716 1.3040 -23.5540
H: 4.5789 0.3186 -23.2332
H: 5.8166 -0.0527 -21.3564
H: 5.7343 -2.5839 -21.3849
H: 6.1883 -2.6144 -23.0707
H: 4.6583 -2.0154 -22.6993
H: 7.8556 -1.4150 -21.9426
C: 19.3446 -4.0684 -18.4962
C: 19.5165 -4.9150 -17.2763
C: 18.6182 -4.3654 -16.1429
O: 19.0070 -6.1618 -17.5962
H: 19.6955 -3.0688 -18.2398
H: 18.3318 -4.0366 -18.8978
H: 19.9685 -4.4256 -19.3155
H: 20.5820 -4.8641 -17.0522
H: 18.7727 -3.3099 -15.9187
H: 18.7911 -4.9652 -15.2494
H: 17.5526 -4.3424 -16.3710
H: 19.7858 -6.6257 -17.9121
C: 10.2781 -5.2438 -17.7083
C: 10.6458 -6.0551 -18.9304
C: 10.1284 -7.5454 -18.8177
O: 10.4167 -5.2736 -20.0891
H: 10.6998 -4.2405 -17.7686
H: 10.5145 -5.7543 -16.7746
H: 9.2074 -5.0558 -17.6289
H: 11.7237 -6.0692 -18.7693
H: 10.1599 -8.1002 -19.7554
H: 9.1092 -7.4791 -18.4369
H: 10.5581 -8.2331 -18.0894
H: 11.2855 -5.0725 -20.4445
C: 13.8555 -1.3492 -21.4525
C: 13.8535 -1.1161 -22.9400
C: 15.1985 -1.1997 -23.6276
O: 13.0187 -2.0353 -23.5147
H: 14.2333 -2.3093 -21.1011
H: 12.8516 -1.0508 -21.1504
H: 14.5267 -0.6144 -21.0079
H: 13.3728 -0.1582 -23.1388
H: 15.7180 -2.1573 -23.6638
H: 15.9761 -0.5012 -23.3185
H: 15.0612 -0.8684 -24.6569
H: 12.2437 -1.5257 -23.7621
C: 23.3409 0.0876 -24.4002
C: 23.3141 1.3743 -25.2143
C: 24.7217 1.7782 -25.7075
O: 22.3760 1.2082 -26.3402
H: 24.1009 0.0880 -23.6189
H: 23.4220 -0.8412 -24.9650
H: 22.3970 0.1700 -23.8614
H: 22.9648 2.2100 -24.6078
H: 24.9164 2.8389 -25.8655
H: 25.1385 1.1573 -26.5006
H: 25.3129 1.5455 -24.8218
H: 21.5899 1.5530 -25.9105
C: 10.6278 4.6233 -16.3286
C: 9.2576 4.4931 -17.1046
C: 8.1535 5.1194 -16.2616
C: 8.1000 6.6492 -16.3628
C: 8.1604 7.1844 -17.8042
C: 9.2577 6.5580 -18.7025
N: 9.3596 5.1492 -18.4516
O: 10.3152 4.5301 -19.2525
C: 8.6363 6.8756 -20.2011
C: 10.5330 7.4474 -18.5211
C: 9.0830 2.9485 -17.1927
H: 10.3364 3.9961 -15.4861
H: 10.9480 5.6228 -16.0346
H: 11.4069 4.0109 -16.7826
H: 7.2191 4.6154 -16.5086
H: 8.2764 4.8814 -15.2050
H: 9.0217 6.8883 -15.8323
H: 7.1863 7.0288 -15.9055
H: 8.3517 8.2319 -17.5716
H: 7.1288 7.2052 -18.1553
H: 8.5700 7.9603 -20.2864
H: 9.2934 6.5138 -20.9919
H: 7.7122 6.3230 -20.3704
H: 10.3308 8.5180 -18.5539
H: 10.8690 7.1700 -17.5220
H: 11.3583 7.2954 -19.2167
H: 9.2034 2.3968 -16.2604
H: 9.7437 2.4005 -17.8644
H: 8.1342 2.6497 -17.6384
H: 9.7285 3.9334 -19.7230
C: 8.5200 -3.6523 -29.9804
C: 7.7377 -2.7928 -31.0812
C: 8.2894 -1.3254 -30.9668
C: 7.9642 -0.4990 -32.1692
C: 8.8081 -1.0225 -33.4068
C: 8.3109 -2.5482 -33.6900
N: 8.2690 -3.3302 -32.4430
O: 7.7211 -4.6476 -32.6220
C: 6.9454 -2.4756 -34.4122
C: 9.2185 -3.1824 -34.6962
C: 6.2632 -2.7557 -30.9494
H: 8.0722 -4.6444 -29.9223
H: 8.5494 -3.2803 -28.9563
H: 9.5297 -3.8975 -30.3097
H: 7.8285 -0.8050 -30.1273
H: 9.3639 -1.3518 -30.7854
H: 8.1703 0.5381 -31.9043
H: 6.9011 -0.4800 -32.4092
H: 9.8892 -0.9116 -33.3228
H: 8.5758 -0.4461 -34.3023
H: 6.4899 -3.4550 -34.5582
H: 6.1291 -1.9771 -33.8894
H: 6.9554 -1.9740 -35.3799
H: 10.1476 -3.5590 -34.2682
H: 8.8598 -4.1591 -35.0210
H: 9.4803 -2.6404 -35.6049
H: 5.9732 -1.9835 -30.2368
H: 5.9269 -3.7802 -30.7899
H: 5.8240 -2.4030 -31.8825
H: 8.4165 -5.2474 -32.3424
C: 19.6120 -7.0652 -32.2956
C: 19.0686 -6.5459 -30.9855
C: 20.0842 -5.4888 -30.3234
C: 19.3897 -4.6679 -29.1608
C: 18.1501 -4.0383 -29.7148
C: 17.0568 -5.0074 -30.3618
N: 17.7346 -5.9228 -31.3133
O: 16.8945 -6.7284 -32.0840
C: 16.3951 -5.8763 -29.2552
C: 16.0302 -4.0671 -31.0639
C: 18.9835 -7.7199 -29.9656
H: 19.1208 -7.9871 -32.6071
H: 20.6269 -7.4229 -32.1220
H: 19.5319 -6.3473 -33.1119
H: 20.9837 -5.9048 -29.8696
H: 20.3763 -4.8785 -31.1780
H: 20.0898 -3.8572 -28.9594
H: 19.2777 -5.2163 -28.2255
H: 18.3367 -3.2032 -30.3901
H: 17.7282 -3.4999 -28.8662
H: 15.8007 -6.7543 -29.5079
H: 17.1185 -6.1965 -28.5054
H: 15.6551 -5.2022 -28.8238
H: 16.4197 -3.7980 -32.0458
H: 15.1452 -4.6269 -31.3665
H: 15.8066 -3.1753 -30.4785
H: 19.8988 -8.3117 -29.9730
H: 18.1701 -8.3828 -30.2605
H: 18.8518 -7.5108 -28.9039
H: 16.6547 -6.0528 -32.7225

Results
E_HOMO   -7.74 eV
SMILES string   CC1(C)CCCC(C)(C)N1O.CC1(C)CCCC(C)(C)N1O.CC1(C)CCCC(C)(C)N1O.CC(C)O.CC(C)O.CC(C)O.CC(C)O.CC(C)O
Gap between HOMO and LUMO   8.000 eV



No. 2
# C42H98N6O10

6 unconnected molecules or ions with the total composition C42H98N6O10 (ωB97M-V with the def2-TZVPD basis set, OMol25).

Element x y z (Å)
C: -7.0767 6.6410 5.3649
C: -5.7315 6.1848 5.7052
C: -5.7519 6.2554 7.3124
C: -4.7340 5.2389 7.9773
C: -4.8800 3.8578 7.4182
C: -4.7613 3.8377 5.8557
N: -5.7023 4.7519 5.2721
O: -5.6046 4.6838 3.8880
C: -3.2975 4.1098 5.3243
C: -5.2206 2.3882 5.4323
C: -4.5820 7.1002 5.1541
H: -7.8829 6.0223 5.7591
H: -7.2530 6.5950 4.2903
H: -7.2966 7.7029 5.4754
H: -5.4415 7.2510 7.6297
H: -6.7338 6.0709 7.7482
H: -4.8530 5.2504 9.0608
H: -3.7261 5.6514 8.0249
H: -5.7548 3.3593 7.8357
H: -3.9846 3.3920 7.8298
H: -2.4633 3.4564 5.5800
H: -3.2605 4.2471 4.2436
H: -2.8257 5.0009 5.7383
H: -4.4503 1.7179 5.8137
H: -6.2129 2.1322 5.8038
H: -5.1730 2.2300 4.3549
H: -3.7862 6.8552 5.8575
H: -5.0049 8.1048 5.1630
H: -4.1535 6.7904 4.2010
H: -6.2775 4.0036 3.8093
C: 11.6612 0.0643 6.0900
C: 10.6219 0.6590 5.1499
C: 10.9790 0.6375 3.6260
C: 10.9091 -0.6561 2.9694
C: 9.4250 -1.1710 3.1636
C: 8.9871 -1.1808 4.6030
N: 9.2554 0.0985 5.2645
O: 8.6891 0.1435 6.5047
C: 7.4156 -1.3861 4.4305
C: 9.6112 -2.3986 5.3900
C: 10.6150 2.1957 5.4285
H: 12.5066 0.7285 6.2701
H: 12.1540 -0.8389 5.7303
H: 11.2435 -0.1309 7.0777
H: 10.3742 1.3712 3.0930
H: 12.0523 0.8212 3.5776
H: 11.6477 -1.4576 2.9545
H: 10.8476 -0.4016 1.9113
H: 9.4492 -2.1738 2.7372
H: 8.7662 -0.5523 2.5543
H: 7.1667 -2.2579 3.8255
H: 6.9100 -1.6858 5.3484
H: 6.9356 -0.5519 3.9188
H: 9.8695 -2.1403 6.4169
H: 8.9400 -3.2476 5.2604
H: 10.4238 -2.7383 4.7478
H: 10.3613 2.4031 6.4681
H: 9.8138 2.6456 4.8422
H: 11.4648 2.8202 5.1526
H: 8.1716 0.9510 6.4622
C: 12.0235 -4.8631 0.0737
O: 11.2534 -5.0998 1.2347
C: 11.0881 -6.4782 1.7693
C: 10.5773 -7.4718 0.7060
N: 9.1375 -7.5112 0.4356
C: 8.4431 -6.2929 0.3577
C: 6.9347 -6.4344 0.1092
O: 6.6122 -6.5354 -1.2790
C: 5.1688 -6.4484 -1.5766
H: 11.7819 -3.8207 -0.1343
H: 11.8253 -5.4208 -0.8417
H: 13.1046 -4.9419 0.1881
H: 10.3873 -6.3484 2.5940
H: 12.0226 -6.7207 2.2753
H: 10.7985 -8.4809 1.0536
H: 11.0882 -7.2101 -0.2206
H: 8.9226 -7.9510 -0.4478
H: 8.7220 -5.6345 -0.4650
H: 8.5118 -5.6481 1.2338
H: 6.4512 -5.5135 0.4354
H: 6.4231 -7.1621 0.7391
H: 4.5865 -5.6176 -1.1781
H: 4.6165 -7.3207 -1.2269
H: 5.0152 -6.4895 -2.6549
C: -4.1361 0.8508 -12.7976
O: -4.7713 1.2556 -11.5982
C: -4.1282 2.2934 -10.9280
C: -4.9124 2.5466 -9.6382
N: -4.4411 1.8297 -8.4151
C: -4.2369 0.3701 -8.5395
C: -3.3503 -0.2333 -7.4112
O: -4.1912 -1.3080 -6.9008
C: -3.7474 -2.1900 -5.8857
H: -3.0542 0.9474 -12.7066
H: -4.5625 1.4737 -13.5839
H: -4.3725 -0.1959 -12.9891
H: -4.4096 3.1827 -11.4919
H: -3.0563 2.0966 -10.9073
H: -5.9591 2.4513 -9.9270
H: -4.8491 3.5864 -9.3175
H: -5.0954 1.7279 -7.6525
H: -3.8392 0.0419 -9.4999
H: -5.1655 -0.2002 -8.5151
H: -3.2297 0.5013 -6.6151
H: -2.3774 -0.5366 -7.7979
H: -2.7335 -2.5687 -6.0153
H: -4.4374 -3.0316 -5.8259
H: -3.8912 -1.6002 -4.9804
C: -2.3785 2.4532 -2.0035
O: -1.7168 1.2933 -1.6281
C: -1.8103 1.1683 -0.2815
C: -0.7988 0.0220 0.0384
N: 0.4740 0.7045 0.4378
C: 1.4857 -0.2971 0.9247
C: 1.7112 -1.4813 -0.0266
O: 0.5739 -2.3999 0.1738
C: 0.7785 -3.2764 1.2933
H: -3.3408 2.6768 -1.5430
H: -2.6203 2.5422 -3.0626
H: -1.6878 3.2852 -1.8664
H: -2.7330 0.9530 0.2574
H: -1.3380 2.0365 0.1780
H: -0.6523 -0.3167 -0.9872
H: -1.2200 -0.6785 0.7595
H: 0.9307 1.0633 -0.3885
H: 1.0612 -0.6278 1.8726
H: 2.4803 0.1385 1.0198
H: 2.6477 -1.9942 0.1924
H: 1.6858 -1.1720 -1.0715
H: 0.5274 -4.2782 0.9448
H: 0.1113 -2.8651 2.0508
H: 1.8097 -3.2984 1.6459
C: -14.6247 -1.0510 -4.3408
O: -13.1765 -1.1809 -4.2146
C: -12.4650 -0.5086 -3.2651
C: -10.9839 -0.9222 -3.4501
N: -10.3359 -0.5595 -4.7527
C: -8.8719 -0.7233 -4.9668
C: -8.0119 0.3780 -4.2707
O: -8.0062 1.4146 -5.2631
C: -8.4150 2.7679 -4.8722
H: -15.0694 -1.7557 -5.0435
H: -14.7844 -0.0037 -4.5974
H: -15.1275 -1.3393 -3.4177
H: -12.7856 -0.6573 -2.2340
H: -12.7189 0.4938 -3.6098
H: -10.8926 -1.9919 -3.2613
H: -10.3601 -0.4770 -2.6750
H: -10.9591 -0.6379 -5.5436
H: -8.6300 -0.7793 -6.0281
H: -8.6192 -1.6684 -4.4862
H: -7.0188 -0.0542 -4.1480
H: -8.4164 0.7896 -3.3460
H: -8.6474 2.8901 -3.8143
H: -9.3435 3.0837 -5.3479
H: -7.6572 3.5129 -5.1147

Results
E_HOMO   -7.98 eV
SMILES string   CC1(C)CCCC(C)(C)N1O.CC1(C)CCCC(C)(C)N1O.COCCNCCOC.COCCNCCOC.COCCNCCOC.COCCNCCOC
Gap between HOMO and LUMO   8.406 eV